Record 1
Density functional theory data (the ωB97M-V functional and the def2-TZVPD basis) for a molecular structure, C37H55AsBF24O21 at a distorted geometry.

The value obtained for the frontier orbital gap is 5.8 eV. The molar mass is 1377.51 g/mol. As for the HOMO energy: -0.14776 Ha. As for the largest force on an atom: 0.1744 hartree/bohr.

Structure (ORCA input):
```
! RIJCOSX wB97M-V def2-TZVPD def2/J DEFGRID3
* xyz -1 1
O 5.24 -3.23 2.15
C 4.87 -2.80 0.92
O 4.13 -1.51 0.73
C 3.23 -1.64 -0.43
C 1.64 -1.37 -0.11
C 1.28 0.16 0.37
C -0.11 0.67 -0.39
As -1.75 -0.43 0.08
O -3.21 -1.46 0.67
B -2.57 -2.80 0.92
O -2.71 -3.93 -0.05
O -1.71 -3.07 2.11
H 5.21 -3.48 0.03
H 3.57 -1.00 -1.37
H 3.31 -2.78 -0.78
H 1.21 -2.10 0.70
H 1.05 -1.55 -1.13
H 1.06 0.21 1.53
H 2.15 0.94 0.17
H 0.05 0.66 -1.57
H -0.35 1.79 -0.06
H -1.11 -1.76 -0.40
H -2.36 -0.29 -1.37
H -2.59 0.85 0.46
H -1.18 -0.57 1.53
H -2.12 -3.67 -0.84
H -1.92 -2.37 2.82
C 7.71 -1.36 2.47
C 7.16 -1.51 3.88
O 8.21 -1.38 4.85
C 8.56 -0.09 5.19
O 8.03 0.91 4.71
C 9.65 -0.10 6.26
F 10.64 -1.00 6.00
F 9.16 -0.42 7.49
F 10.26 1.11 6.40
H 8.53 -2.06 2.30
H 6.93 -1.54 1.73
H 8.11 -0.36 2.31
H 6.74 -2.52 4.00
H 6.35 -0.80 4.08
C 4.94 0.95 8.59
C 5.41 1.12 7.16
O 4.29 1.07 6.26
C 3.58 2.23 6.11
O 3.84 3.27 6.69
C 2.46 2.04 5.08
F 1.77 0.87 5.26
F 2.93 2.02 3.80
F 1.52 3.03 5.13
H 4.36 0.02 8.70
H 5.80 0.91 9.27
H 4.29 1.77 8.90
H 6.08 0.30 6.89
H 5.97 2.06 7.03
C -6.03 -3.99 1.58
C -7.49 -4.41 1.44
O -8.33 -3.56 2.23
C -8.69 -2.36 1.66
O -8.32 -2.00 0.55
C -9.63 -1.59 2.58
F -9.22 -1.59 3.88
F -10.89 -2.10 2.58
F -9.76 -0.27 2.23
H -5.74 -3.96 2.64
H -5.38 -4.68 1.05
H -5.88 -2.98 1.18
H -7.61 -5.42 1.83
H -7.81 -4.42 0.40
C -10.79 -1.47 -1.19
C -12.04 -1.25 -2.01
O -11.72 -1.20 -3.41
C -11.59 -2.41 -4.04
O -11.73 -3.49 -3.48
C -11.31 -2.21 -5.53
F -10.37 -1.25 -5.77
F -12.42 -1.83 -6.22
F -10.85 -3.34 -6.14
H -10.03 -0.71 -1.42
H -11.01 -1.42 -0.12
H -10.34 -2.44 -1.41
H -12.48 -0.28 -1.75
H -12.80 -2.01 -1.81
C -1.17 4.74 -6.60
C -0.27 5.06 -5.42
O -0.23 3.96 -4.50
C 0.64 2.94 -4.81
O 1.35 2.93 -5.81
C 0.62 1.87 -3.73
F -0.65 1.54 -3.33
F 1.29 2.26 -2.61
F 1.20 0.70 -4.13
H -2.17 4.44 -6.25
H -1.27 5.60 -7.26
H -0.78 3.90 -7.18
H -0.67 5.92 -4.87
H 0.74 5.33 -5.75
C -8.49 -4.93 -6.97
C -8.70 -6.30 -7.59
O -7.48 -6.79 -8.16
C -6.61 -7.39 -7.30
O -6.81 -7.52 -6.09
C -5.38 -7.92 -8.05
F -4.90 -7.02 -8.95
F -5.66 -9.05 -8.75
F -4.34 -8.22 -7.22
H -8.06 -4.24 -7.70
H -9.43 -4.52 -6.60
H -7.78 -4.99 -6.13
H -9.43 -6.22 -8.40
H -9.11 -7.01 -6.86
C 2.70 6.38 4.55
C 3.42 5.50 3.54
O 3.56 6.18 2.29
C 4.61 7.05 2.18
O 5.41 7.26 3.09
C 4.67 7.66 0.79
F 3.45 8.07 0.34
F 5.15 6.78 -0.14
F 5.48 8.76 0.72
H 1.74 6.72 4.15
H 2.52 5.83 5.48
H 3.29 7.27 4.78
H 2.82 4.60 3.35
H 4.39 5.16 3.91
C 9.86 5.08 -0.24
C 8.79 4.21 -0.88
O 9.31 2.91 -1.18
C 9.34 2.01 -0.14
O 8.95 2.27 0.99
C 9.86 0.66 -0.62
F 10.96 0.77 -1.42
F 8.93 -0.03 -1.35
F 10.22 -0.17 0.41
H 10.75 5.12 -0.88
H 9.49 6.09 -0.08
H 10.18 4.67 0.72
H 8.47 4.66 -1.83
H 7.90 4.14 -0.24
*
```

Atomic partial charges in e from the Löwdin method, atoms 1 to 8: atom 1 (O): -0.076, atom 2 (C): -0.125, atom 3 (O): -0.114, atom 4 (C): -0.209, atom 5 (C): -0.185, atom 6 (C): -0.264, atom 7 (C): -0.434, atom 8 (As): 0.636

---

Record 2
Density functional theory data (the ωB97M-V functional and the def2-TZVPD basis) for 14 unconnected molecules or ions with the total composition C40H100Br4N4O16 at a distorted geometry.

The value obtained for the frontier orbital gap is 9.3 eV. The molar mass is 1212.87 g/mol. As for the HOMO energy: -0.34053 Ha. As for the largest force on an atom: 0.0794 hartree/bohr.

Structure (ORCA input):
```
! RIJCOSX wB97M-V def2-TZVPD def2/J DEFGRID3
* xyz 0 1
C 11.04 -26.15 20.98
N 11.37 -24.85 20.23
O 12.50 -24.43 20.25
O 10.45 -24.30 19.68
H 11.63 -26.91 20.45
H 9.97 -26.33 20.89
H 11.37 -26.01 22.01
C 14.82 -18.59 18.45
N 14.05 -18.20 17.21
O 12.85 -18.43 17.16
O 14.70 -17.70 16.21
H 14.43 -18.04 19.30
H 15.82 -18.21 18.27
H 14.82 -19.67 18.63
C 3.66 -19.77 18.10
N 5.05 -20.11 18.33
O 5.56 -19.91 19.42
O 5.73 -20.62 17.44
H 3.06 -20.33 18.82
H 3.26 -19.93 17.10
H 3.58 -18.72 18.39
C 10.40 -17.09 15.21
N 9.32 -16.24 15.75
O 9.00 -16.33 16.93
O 8.86 -15.41 14.98
H 10.21 -18.07 15.64
H 11.33 -16.64 15.55
H 10.28 -17.12 14.13
Br 11.04 -19.44 25.21
C 9.66 -18.65 24.03
C 8.76 -17.73 24.88
Br 7.29 -16.92 23.82
H 9.07 -19.42 23.53
H 10.13 -18.17 23.17
H 9.35 -16.90 25.29
H 8.32 -18.32 25.68
Br 12.89 -16.01 23.24
C 14.38 -17.29 23.59
C 14.80 -17.11 24.99
Br 16.46 -18.19 25.16
H 15.17 -17.16 22.85
H 13.92 -18.26 23.43
H 14.05 -17.36 25.74
H 15.11 -16.09 25.20
C 8.98 -21.71 16.38
C 10.48 -21.84 16.64
O 11.12 -22.46 15.53
C 12.58 -22.31 15.52
C 13.21 -22.86 14.30
H 8.76 -20.99 15.60
H 8.66 -22.72 16.11
H 8.42 -21.36 17.25
H 11.02 -20.90 16.71
H 10.74 -22.46 17.50
H 12.89 -21.28 15.70
H 12.97 -22.90 16.35
H 13.10 -22.18 13.46
H 12.67 -23.73 13.92
H 14.27 -23.10 14.46
C 11.92 -13.82 16.54
C 12.49 -13.44 17.91
O 13.26 -14.53 18.41
C 13.87 -14.24 19.69
C 14.72 -15.39 20.22
H 11.27 -13.06 16.12
H 12.70 -14.14 15.85
H 11.31 -14.69 16.82
H 13.10 -12.54 17.83
H 11.70 -13.10 18.58
H 14.53 -13.38 19.63
H 13.07 -13.94 20.36
H 14.13 -16.29 20.42
H 15.31 -15.04 21.06
H 15.46 -15.56 19.43
C 5.33 -16.73 15.99
C 5.06 -15.95 17.22
O 4.99 -16.83 18.34
C 4.80 -16.16 19.62
C 5.47 -16.97 20.82
H 4.69 -17.61 15.85
H 5.19 -16.08 15.13
H 6.32 -17.16 16.15
H 5.92 -15.31 17.40
H 4.10 -15.46 17.06
H 5.29 -15.18 19.63
H 3.72 -16.07 19.71
H 5.36 -16.60 21.83
H 6.55 -17.11 20.71
H 5.02 -17.96 20.73
C 15.89 -21.09 22.64
C 14.51 -21.35 22.05
O 14.01 -20.12 21.49
C 12.65 -20.37 21.18
C 12.47 -21.08 19.82
H 16.21 -21.88 23.31
H 16.61 -20.88 21.86
H 15.82 -20.20 23.26
H 14.59 -22.10 21.27
H 14.02 -21.76 22.93
H 12.02 -20.81 21.96
H 12.20 -19.38 21.19
H 11.54 -21.64 19.72
H 13.16 -21.92 19.67
H 12.46 -20.40 18.97
C 9.28 -13.90 21.77
C 9.38 -14.03 23.30
O 9.82 -12.79 23.82
C 9.76 -12.61 25.25
C 10.37 -11.28 25.71
H 8.92 -14.85 21.37
H 8.50 -13.18 21.54
H 10.24 -13.55 21.38
H 8.42 -14.20 23.78
H 9.94 -14.93 23.56
H 8.69 -12.60 25.49
H 10.21 -13.45 25.78
H 11.44 -11.19 25.53
H 10.24 -11.19 26.78
H 9.80 -10.48 25.23
C 5.57 -21.37 22.48
C 5.96 -21.30 23.94
O 5.09 -20.41 24.57
C 5.50 -20.08 25.86
C 4.74 -18.85 26.26
H 6.05 -20.56 21.93
H 5.96 -22.29 22.04
H 4.49 -21.32 22.38
H 5.70 -22.27 24.37
H 7.01 -21.09 24.13
H 5.34 -20.83 26.63
H 6.53 -19.72 25.84
H 3.67 -19.07 26.24
H 5.02 -17.99 25.65
H 5.04 -18.57 27.27
C 6.01 -27.79 16.65
C 6.99 -26.67 17.00
O 6.43 -25.81 17.96
C 7.41 -24.89 18.34
C 6.67 -23.87 19.25
H 5.03 -27.45 16.30
H 6.38 -28.42 15.85
H 5.84 -28.35 17.57
H 7.85 -27.12 17.49
H 7.41 -26.22 16.10
H 8.21 -25.35 18.93
H 7.84 -24.38 17.47
H 6.16 -24.30 20.11
H 6.05 -23.19 18.67
H 7.50 -23.24 19.59
C 10.84 -17.02 20.06
C 9.58 -17.92 19.96
O 9.88 -19.23 20.52
C 8.73 -20.00 20.66
C 9.12 -21.29 21.26
H 11.12 -16.98 21.11
H 11.67 -17.49 19.55
H 10.75 -15.99 19.70
H 8.81 -17.40 20.52
H 9.31 -17.89 18.90
H 8.02 -19.45 21.27
H 8.17 -20.21 19.74
H 9.74 -21.03 22.11
H 9.59 -21.96 20.53
H 8.23 -21.83 21.59
*
```

Atomic partial charges in e from the Löwdin method, atoms 1 to 8: atom 1 (C): 0.074, atom 2 (N): -0.434, atom 3 (O): 0.069, atom 4 (O): 0.053, atom 5 (H): 0.097, atom 6 (H): 0.088, atom 7 (H): 0.096, atom 8 (C): 0.053

---

Record 3
Density functional theory data (the ωB97M-V functional and the def2-TZVPD basis) for a molecular structure, C12H33FN2O12P2S2 at a distorted geometry.

The value obtained for the frontier orbital gap is 7.9 eV. The molar mass is 542.48 g/mol. As for the HOMO energy: -0.31150 Ha. As for the largest force on an atom: 0.0423 hartree/bohr.

Structure (ORCA input):
```
! RIJCOSX wB97M-V def2-TZVPD def2/J DEFGRID3
* xyz 0 1
O -1.94 1.38 -3.13
S -0.87 2.30 -3.20
O 0.48 1.42 -3.01
P 1.73 1.87 -4.07
P 3.39 0.81 -3.14
O 4.41 0.53 -4.14
O 3.95 1.72 -1.96
O 2.82 -0.55 -2.53
O -0.72 3.02 -1.63
S -1.80 4.10 -1.24
O -1.19 4.91 -0.27
O -3.05 3.52 -0.95
F -1.97 4.96 -2.50
H 1.58 1.13 -5.26
H 3.25 1.95 -1.33
H 2.64 -0.50 -1.58
C -9.69 0.26 1.81
O -8.36 -0.21 1.97
C -7.68 -0.47 0.74
C -6.60 0.55 0.47
N -7.16 1.86 0.15
C -6.19 2.96 0.14
C -5.43 3.26 1.44
O -6.24 3.80 2.47
C -6.98 2.86 3.22
H -10.17 0.21 2.79
H -9.72 1.30 1.47
H -10.25 -0.36 1.11
H -8.38 -0.54 -0.09
H -7.21 -1.45 0.86
H -5.99 0.21 -0.37
H -5.95 0.59 1.36
H -7.89 2.07 0.81
H -6.74 3.86 -0.14
H -5.47 2.77 -0.65
H -4.71 4.04 1.20
H -4.86 2.40 1.80
H -6.44 1.91 3.34
H -7.96 2.67 2.78
H -7.15 3.29 4.21
C 5.67 -1.62 -2.01
O 5.26 -1.55 -0.65
C 4.56 -2.71 -0.19
C 5.39 -3.51 0.78
N 6.51 -4.16 0.11
C 7.52 -4.73 1.01
C 8.25 -3.80 1.98
O 9.14 -2.88 1.36
C 8.54 -1.72 0.83
H 5.99 -0.63 -2.31
H 6.52 -2.30 -2.14
H 4.86 -1.94 -2.66
H 4.22 -3.32 -1.03
H 3.67 -2.35 0.34
H 4.76 -4.27 1.24
H 5.73 -2.82 1.57
H 6.96 -3.50 -0.50
H 8.28 -5.20 0.38
H 7.05 -5.53 1.59
H 8.88 -4.43 2.61
H 7.56 -3.27 2.65
H 7.69 -1.38 1.43
H 8.22 -1.86 -0.21
H 9.29 -0.93 0.83
*
```

Atomic partial charges in e from the natural (NBO) method, atoms 1 to 8: atom 1 (O): -0.848, atom 2 (S): 1.775, atom 3 (O): -0.949, atom 4 (P): 0.439, atom 5 (P): 2.090, atom 6 (O): -1.068, atom 7 (O): -0.960, atom 8 (O): -0.978

---

Record 4
Density functional theory data (the ωB97M-V functional and the def2-TZVPD basis) for a single C2HN3O2S molecule at a distorted geometry.

The value obtained for the frontier orbital gap (alpha / beta) is 7.7 / 6.5 eV. The calculation puts the energy above the lowest of the compared OMol25 structures with the same formula, charge and spin at 92.4 kcal per mole. The molar mass is 131.12 g/mol. As for the HOMO energy (alpha / beta): -0.32293 / -0.36940 Ha. As for the largest force on an atom: 0.0564 hartree/bohr.

Structure (ORCA input):
```
! RIJCOSX wB97M-V def2-TZVPD def2/J DEFGRID3
* xyz 0 3
C 0.79 0.25 -0.75
C 0.22 -0.22 0.30
N 0.05 0.96 -1.77
N -1.14 1.09 -1.64
N 0.16 -0.84 1.52
O 0.60 -0.19 2.46
O -0.28 -1.97 1.56
S -2.22 0.67 -0.62
H 1.83 0.23 -1.05
*
```

Atomic partial charges in e from the natural (NBO) method, atoms 1 to 8: atom 1 (C): -0.182, atom 2 (C): 0.291, atom 3 (N): -0.163, atom 4 (N): -0.198, atom 5 (N): 0.403, atom 6 (O): -0.344, atom 7 (O): -0.350, atom 8 (S): 0.295

---

Record 5
Density functional theory data (the ωB97M-V functional and the def2-TZVPD basis) for a single C5H6N2 molecule at a distorted geometry.

The value obtained for the frontier orbital gap (alpha / beta) is 8.0 / 8.0 eV. The calculation puts the energy above the lowest of the compared OMol25 structures with the same formula, charge and spin at 120.9 kcal per mole. The molar mass is 94.12 g/mol. Its SMILES is C1=CCN=NC=C1. As for the HOMO energy (alpha / beta): -0.30243 / -0.30250 Ha. As for the largest force on an atom: 0.0913 hartree/bohr.

Structure (ORCA input):
```
! RIJCOSX wB97M-V def2-TZVPD def2/J DEFGRID3
* xyz 0 1
C -0.78 0.86 -0.34
C 0.30 0.93 0.53
C 1.61 0.71 -0.01
N 1.42 -0.90 -0.32
N 0.48 -1.55 0.01
C -0.82 -1.37 0.32
C -1.58 -0.25 -0.20
H -1.10 1.56 -1.14
H 0.19 0.87 1.66
H 1.72 0.96 -0.99
H 2.45 0.89 0.53
H -1.39 -2.24 0.57
H -2.49 -0.48 -0.62
*
```

Atomic partial charges in e from the natural (NBO) method, atoms 1 to 8: atom 1 (C): -0.279, atom 2 (C): -0.176, atom 3 (C): -0.336, atom 4 (N): -0.042, atom 5 (N): -0.074, atom 6 (C): -0.157, atom 7 (C): -0.215, atom 8 (H): 0.218

---

Record 6
Density functional theory data (the ωB97M-V functional and the def2-TZVPD basis) for a molecular structure, C11H7F9N2S5Sb2SeSn at a distorted geometry.

The value obtained for the frontier orbital gap (alpha / beta) is 6.3 / 4.2 eV. The calculation puts the energy above the lowest of the compared OMol25 structures with the same formula, charge and spin at 20.4 kcal per mole. The molar mass is 939.70 g/mol. As for the HOMO energy (alpha / beta): -0.20877 / -0.20564 Ha. As for the largest force on an atom: 0.0511 hartree/bohr.

Structure (ORCA input):
```
! RIJCOSX wB97M-V def2-TZVPD def2/J DEFGRID3
* xyz -1 2
Sn 0.10 -1.17 0.64
S -0.03 -2.58 5.62
Sb 0.92 -3.08 3.54
S 2.02 -1.28 2.26
S -0.82 -3.27 2.01
S 2.45 -4.81 3.63
F 2.74 -0.57 -4.74
C 1.83 -1.57 -4.37
F 1.53 -2.18 -5.53
F 2.51 -2.46 -3.61
C 0.54 -1.13 -3.70
C -0.46 -0.53 -4.46
C -1.69 -0.21 -3.84
C -1.92 -0.56 -2.53
N -0.95 -1.11 -1.73
C 0.19 -1.40 -2.33
S 1.38 -2.19 -1.29
H -0.36 -0.12 -5.42
H -2.56 0.27 -4.36
H -2.89 -0.34 -2.12
Se -2.32 -0.38 1.28
C -1.61 0.67 2.75
C -1.25 0.09 3.98
C -0.71 0.90 5.04
N -0.40 2.21 4.76
C -0.74 2.70 3.56
C -1.54 2.09 2.59
H -1.46 -0.95 4.18
H -0.48 0.52 6.09
H -0.31 3.63 3.24
H -2.01 2.60 1.74
F -0.49 1.91 -1.63
Sb 1.23 2.39 -1.07
F 1.01 0.77 0.32
F 1.96 1.11 -2.21
F 2.81 2.67 -0.17
F 1.52 3.83 -2.32
F 0.28 3.51 0.19
*
```

Atomic partial charges in e from the natural (NBO) method, atoms 1 to 8: atom 1 (Sn): 1.350, atom 2 (S): -0.776, atom 3 (Sb): 1.289, atom 4 (S): -0.608, atom 5 (S): -0.412, atom 6 (S): -0.594, atom 7 (F): -0.328, atom 8 (C): 0.985

---

So what do the calculations give for E_tot? Going down the list: -7680.29224, -13302.37791, -3068.29990, -789.43200, -303.44346, -6519.11702 Eh.